Record 1
# C18H24N4O2S

One molecule with the formula C18H24N4O2S in a non-equilibrium geometry (ωB97M-V/def2-TZVPD, the OMol25 dataset).

Structure (XYZ):
```
49
C18H24N4O2S | the OMol25 dataset | ωB97M-V/def2-TZVPD
C -4.977 -1.268 -1.308
N -4.875 -0.702 0.019
C -4.288 0.476 0.304
O -4.117 0.870 1.443
C -3.866 1.346 -0.877
H -3.828 0.828 -1.828
H -4.505 2.227 -0.936
S -2.194 1.980 -0.529
C -1.459 0.438 -0.231
N -1.941 -0.704 -0.645
N -1.150 -1.674 -0.159
C -0.198 -1.122 0.535
N -0.334 0.243 0.519
C 0.483 1.240 1.149
H 1.314 0.744 1.653
H -0.111 1.787 1.889
C 1.051 2.261 0.147
C 1.916 1.626 -0.958
H 1.667 2.067 -1.924
C 3.340 2.000 -0.548
H 3.747 1.255 0.136
C 3.104 3.318 0.185
H 3.018 4.148 -0.531
O 1.883 3.149 0.877
H 3.870 3.559 0.922
H 4.011 2.106 -1.396
H 1.772 0.549 -1.023
H 0.213 2.825 -0.288
C 0.865 -1.867 1.260
C 2.206 -1.743 0.582
C 3.335 -1.350 1.287
C 4.562 -1.256 0.650
C 4.669 -1.545 -0.699
C 3.545 -1.935 -1.410
C 2.322 -2.037 -0.772
H 1.443 -2.347 -1.320
H 3.623 -2.164 -2.462
H 5.624 -1.468 -1.195
H 5.434 -0.954 1.211
H 3.260 -1.124 2.342
H 0.559 -2.916 1.268
H 0.925 -1.516 2.293
C -5.168 -1.602 1.113
H -6.201 -1.946 1.048
H -4.493 -2.461 1.086
H -5.023 -1.062 2.047
H -5.537 -2.198 -1.239
H -5.514 -0.598 -1.980
H -3.982 -1.486 -1.707
```

Properties
- Spin multiplicity: 1
- Gap between HOMO and LUMO: 0.335 Eh
- SMILES: CN(C)C(=O)CSc1nnc(Cc2ccccc2)n1C[C@@H]1CCCO1
- Net charge: 0
- HOMO energy: -8.387 eV
- Largest force on an atom: 0.0227 hartree/bohr
- Relative energy (zero: lowest compared OMol25 entry of this formula, charge and spin): 1.281 eV
- Calculated total energy: -1467.99748 Eh

***

Record 2
# C18H24N4O4

One molecule with the formula C18H24N4O4 in a non-equilibrium geometry (ωB97M-V/def2-TZVPD, the OMol25 dataset).

Structure (XYZ):
```
50
C18H24N4O4 | the OMol25 dataset | ωB97M-V/def2-TZVPD
O 2.331 3.745 3.391
N -3.442 1.811 -1.485
N -2.436 1.717 -0.617
O -2.865 -3.449 -4.302
O -0.412 -3.597 -2.520
O 1.359 1.759 2.774
C 2.374 2.507 3.251
C -2.485 -2.525 -3.372
C -1.337 -2.603 -2.540
C -3.744 0.857 -2.359
C -1.678 0.605 -0.593
C -3.315 -1.418 -3.242
C -1.101 -1.592 -1.592
C -3.032 -0.359 -2.329
C -1.926 -0.487 -1.468
N 3.465 1.793 3.579
N -0.585 0.648 0.265
C -1.950 -3.566 -5.418
C -0.972 -4.827 -2.064
C 5.842 1.303 4.119
C 4.839 2.339 3.581
C -0.740 0.193 1.665
C 0.478 1.626 0.006
C -0.942 1.377 2.581
C 0.277 2.856 0.941
C 0.158 2.421 2.430
H -4.513 1.050 -3.107
H -4.174 -1.353 -3.904
H -0.230 -1.611 -0.979
H 3.358 0.786 3.416
H -0.909 -3.281 -5.151
H -2.351 -2.946 -6.230
H -1.950 -4.601 -5.749
H -1.365 -5.394 -2.923
H -1.800 -4.669 -1.341
H -0.189 -5.450 -1.618
H 5.627 1.112 5.179
H 6.872 1.656 4.001
H 5.700 0.348 3.605
H 4.864 3.147 4.288
H 5.109 2.727 2.591
H -1.654 -0.483 1.737
H 0.130 -0.402 1.967
H 0.402 1.964 -1.051
H 1.473 1.182 0.158
H -1.043 1.006 3.625
H -1.874 1.821 2.333
H -0.655 3.368 0.596
H 1.096 3.555 0.825
H -0.086 3.334 3.047
```

Properties
- Spin multiplicity: 1
- Gap between HOMO and LUMO: 0.302 Eh
- SMILES: CCNC(=O)OC1CCN(c2nncc3cc(OC)c(OC)cc23)CC1
- Net charge: 0
- HOMO energy: -8.173 eV
- Largest force on an atom: 0.0676 hartree/bohr
- Relative energy (zero: lowest compared OMol25 entry of this formula, charge and spin): 3.764 eV
- Calculated total energy: -1220.22966 Eh

***

Record 3
# C18H24NO

An isolated ion of composition C18H24NO and charge +1 (ωB97M-V/def2-TZVPD, the OMol25 dataset).

Structure (XYZ):
```
44
C18H24NO | the OMol25 dataset | ωB97M-V/def2-TZVPD
C 3.866 0.182 0.238
C 2.914 -0.963 0.096
C 3.328 -2.264 0.369
C 2.452 -3.322 0.234
C 1.140 -3.113 -0.168
C 0.725 -1.821 -0.433
C 1.605 -0.752 -0.303
H 1.259 0.245 -0.536
O -0.566 -1.478 -0.822
C -1.479 -2.505 -1.198
C -2.747 -1.828 -1.717
H -2.443 -0.967 -2.317
H -3.254 -2.518 -2.390
C -3.752 -1.413 -0.633
C -3.150 -0.723 0.590
N -2.198 0.344 0.208
H -2.627 0.973 -0.478
C -1.692 1.151 1.348
C -0.739 2.212 0.863
C -1.197 3.224 0.025
C -0.329 4.199 -0.430
C 1.001 4.177 -0.043
C 1.460 3.179 0.799
C 0.595 2.194 1.247
H 0.956 1.417 1.904
H 2.492 3.167 1.113
H 1.676 4.943 -0.391
H -0.692 4.982 -1.077
H -2.241 3.267 -0.258
H -2.548 1.609 1.854
H -1.190 0.480 2.048
H -1.393 -0.162 -0.260
H -2.604 -1.440 1.205
H -3.950 -0.294 1.197
H -4.277 -2.298 -0.274
H -4.498 -0.763 -1.094
H -1.703 -3.157 -0.346
H -1.028 -3.109 -1.992
H 0.475 -3.954 -0.274
H 2.783 -4.327 0.440
H 4.345 -2.444 0.680
H 3.474 1.078 -0.238
H 4.826 -0.064 -0.209
H 4.040 0.395 1.293
```

Properties
- Spin multiplicity: 1
- Gap between HOMO and LUMO: 0.339 Eh
- SMILES: Cc1cccc(OCCCC[NH2+]Cc2ccccc2)c1
- Net charge: +1
- HOMO energy: -11.629 eV
- Largest force on an atom: 0.0145 hartree/bohr
- Relative energy (zero: lowest compared OMol25 entry of this formula, charge and spin): 0.008 eV
- Calculated total energy: -830.07346 Eh

***

Record 4
# C18H25BN2O4

One molecule with the formula C18H25BN2O4 in a non-equilibrium geometry (ωB97M-V/def2-TZVPD, the OMol25 dataset).

Structure (XYZ):
```
50
C18H25BN2O4 | the OMol25 dataset | ωB97M-V/def2-TZVPD
O 2.607 -0.557 -1.012
O 0.184 3.173 -1.314
O 2.868 0.791 1.644
O 1.775 1.853 3.523
B 1.839 1.568 2.158
C 1.707 -0.967 -1.749
C 0.704 2.091 -1.258
C 2.478 -3.299 -1.625
C 1.514 -2.421 -1.910
C -1.108 -1.125 3.835
C -2.328 -1.416 1.777
C -0.698 0.094 3.396
C -1.987 -1.890 3.029
C -1.851 -0.198 1.306
C -1.132 0.608 2.176
N 0.793 1.379 -0.068
N 0.905 -0.020 -2.456
C -2.530 -3.181 3.507
C -2.051 0.236 -0.127
C -0.116 -0.328 -3.526
C -0.413 0.978 -4.250
C -0.701 1.996 1.798
C 0.596 1.998 -3.736
C 0.693 2.059 1.160
C 1.269 1.412 -2.488
H 2.813 0.424 0.742
H 2.620 1.552 3.924
H 3.435 -2.930 -1.307
H 2.336 -4.367 -1.726
H 0.586 -2.784 -2.281
H -0.762 -1.501 4.812
H -2.999 -1.982 1.174
H 0.015 0.629 3.973
H 1.108 0.421 -0.044
H -3.586 -3.123 3.748
H -2.463 -3.953 2.750
H -1.983 -3.524 4.397
H -2.984 0.778 -0.249
H -1.262 0.860 -0.513
H -2.049 -0.664 -0.761
H 0.324 -1.052 -4.190
H -1.029 -0.707 -3.106
H -1.408 1.351 -4.039
H -0.415 0.810 -5.354
H -1.423 2.465 1.110
H -0.676 2.638 2.700
H 0.114 2.939 -3.522
H 1.328 2.260 -4.516
H 0.989 3.104 0.971
H 2.358 1.524 -2.483
```

Properties
- Spin multiplicity: 1
- Gap between HOMO and LUMO: 0.310 Eh
- SMILES: C=CC(=O)N1CCC[C@H]1C(=O)N[C@@H](Cc1ccc(C)cc1C)B(O)O
- Net charge: 0
- HOMO energy: -8.277 eV
- Largest force on an atom: 0.0457 hartree/bohr
- Relative energy (zero: lowest compared OMol25 entry of this formula, charge and spin): 0.000 eV
- Calculated total energy: -1136.34139 Eh

***

Record 5
# C18H25ClF3NNiO3S3

C18H25ClF3NNiO3S3 as an isolated structure (ωB97M-V/def2-TZVPD, the OMol25 dataset).

Structure (XYZ):
```
55
C18H25ClF3NNiO3S3 | the OMol25 dataset | ωB97M-V/def2-TZVPD
Ni 0.921 0.175 0.223
C 3.675 1.696 -0.127
C 2.823 2.748 0.573
S 1.033 2.450 0.376
C 0.442 2.689 2.072
C 0.992 1.701 3.094
S 0.843 -0.033 2.559
C 2.510 -0.649 2.918
C 3.647 -0.013 2.125
S 3.391 -0.040 0.325
H 3.469 1.705 -1.199
H 4.730 1.940 0.011
H 3.044 2.790 1.639
H 3.058 3.728 0.157
H 0.644 3.714 2.388
H -0.640 2.576 1.981
H 2.044 1.901 3.298
H 0.454 1.823 4.034
H 2.702 -0.546 3.987
H 2.428 -1.707 2.675
H 3.815 1.021 2.424
H 4.564 -0.560 2.344
C 1.846 0.218 -4.567
N 0.768 -0.576 -4.001
C 0.059 -1.574 -4.790
C 0.449 -0.395 -2.718
O 1.009 0.425 -1.989
H 1.959 -0.035 -5.617
H 2.783 0.017 -4.044
H 1.629 1.282 -4.475
H 0.676 -1.855 -5.640
H -0.893 -1.194 -5.164
H -0.124 -2.468 -4.195
H -0.344 -1.047 -2.339
Cl -7.471 -0.514 2.611
C -5.977 -0.181 1.792
C -5.020 -1.185 1.673
C -3.836 -0.920 1.022
C -3.571 0.357 0.468
C -2.358 0.610 -0.190
C -4.570 1.349 0.610
C -5.755 1.085 1.261
H -5.215 -2.163 2.093
H -3.083 -1.692 0.920
H -2.152 1.591 -0.600
H -1.591 -0.150 -0.264
H -4.393 2.333 0.193
H -6.515 1.848 1.365
F -1.403 -3.824 -0.672
C -0.092 -3.967 -0.416
F 0.052 -5.065 0.327
F 0.514 -4.201 -1.604
C 0.538 -2.707 0.236
O 1.465 -2.884 1.015
O 0.028 -1.628 -0.177
```

Properties
- Spin multiplicity: 3
- Gap between HOMO and LUMO (spin up / spin down): 0.264 / 0.234 Eh
- Net charge: 0
- HOMO energy (spin up / spin down): -6.917 / -6.699 eV
- <S²>: 2.052
- Largest force on an atom: 0.0042 hartree/bohr
- Relative energy (zero: lowest compared OMol25 entry of this formula, charge and spin): 1.027 eV
- Calculated total energy: -4444.05934 Eh

***

Record 6
# C18H25IrN2

C18H25IrN2 as an isolated structure in a non-equilibrium geometry (ωB97M-V/def2-TZVPD, the OMol25 dataset).

Structure (XYZ):
```
46
C18H25IrN2 | the OMol25 dataset | ωB97M-V/def2-TZVPD
C -0.205 2.237 -2.307
C 1.019 1.774 -2.983
C -1.482 1.664 -2.636
C -0.053 3.311 -1.316
H -2.022 2.519 -3.051
H -2.126 1.240 -1.855
H -1.430 0.927 -3.390
H 1.033 2.430 -3.866
H 1.007 0.749 -3.364
H 1.980 1.910 -2.472
H 0.016 4.197 -1.964
H 0.788 3.323 -0.643
H -0.960 3.471 -0.701
C -0.218 -2.540 0.149
C -1.155 -2.174 -0.805
C -0.533 -1.299 -1.728
H -2.192 -2.466 -0.861
C 0.893 -1.267 -1.497
C 1.049 -1.857 -0.117
H 2.004 -2.028 0.357
H -0.343 -3.228 0.971
H -0.984 -0.842 -2.666
H 1.690 -0.981 -2.168
C -0.186 0.419 2.278
C -1.244 -0.582 2.295
C -2.196 -0.245 1.311
H -1.298 -1.417 2.979
C -1.767 0.970 0.635
C -0.589 1.456 1.341
H -0.260 2.478 1.298
H 0.644 0.462 2.964
H -3.122 -0.780 1.067
H -2.338 1.567 -0.056
Ir 0.366 -0.090 0.211
C 3.790 -0.253 -1.241
C 3.341 0.706 -0.216
N 2.192 0.990 0.358
C 2.395 2.028 1.258
C 3.689 2.317 1.282
N 4.291 1.522 0.395
H 4.884 -0.223 -1.304
H 3.491 -1.261 -0.981
H 3.412 0.045 -2.239
H 1.577 2.471 1.864
H 4.231 3.033 1.918
H 5.294 1.449 0.150
```

Properties
- Spin multiplicity: 6
- Gap between HOMO and LUMO (spin up / spin down): 0.263 / 0.272 Eh
- Net charge: +1
- HOMO energy (spin up / spin down): -9.277 / -12.450 eV
- <S²>: 8.778
- Largest force on an atom: 0.1024 hartree/bohr
- Relative energy (zero: lowest compared OMol25 entry of this formula, charge and spin): 0.048 eV
- Calculated total energy: -914.21196 Eh

***

Record 7
# C18H25N3O3STi

C18H25N3O3STi as an isolated structure (ωB97M-V/def2-TZVPD, the OMol25 dataset).

Structure (XYZ):
```
51
C18H25N3O3STi | the OMol25 dataset | ωB97M-V/def2-TZVPD
Ti -0.255 -0.481 -0.002
C 4.215 -0.559 -0.653
C 4.651 0.749 -0.528
C 3.724 1.756 -0.324
C 2.377 1.420 -0.263
N 1.960 0.152 -0.363
C 2.860 -0.817 -0.550
C 1.295 2.425 -0.097
C 1.508 3.799 -0.099
C 0.410 4.635 0.012
C -0.858 4.085 0.106
C -0.980 2.705 0.101
N 0.077 1.904 0.017
H 4.905 -1.375 -0.819
H 5.705 0.987 -0.587
H 4.050 2.780 -0.216
H 2.438 -1.813 -0.593
H 2.498 4.218 -0.201
H 0.545 5.709 0.010
H -1.741 4.705 0.174
H -1.938 2.200 0.146
O -0.328 0.132 2.162
S 0.851 0.061 3.111
C 0.066 0.176 4.755
C 0.197 -1.184 5.440
C 0.227 -2.224 4.324
C 1.227 -1.694 3.308
H -0.970 0.409 4.505
H 0.495 1.008 5.310
H -0.623 -1.339 6.141
H 1.128 -1.229 6.010
H -0.752 -2.313 3.848
H 0.514 -3.212 4.686
H 1.123 -2.102 2.295
H 2.260 -1.765 3.658
O -0.916 -0.228 -1.730
O -1.973 -0.273 -0.702
C 1.049 -4.411 0.542
C -0.057 -3.524 -0.048
C -0.071 -3.680 -1.572
C -1.411 -3.978 0.514
N 0.161 -2.142 0.298
H 0.891 -5.465 0.299
H 1.076 -4.317 1.631
H 2.027 -4.118 0.151
H -0.253 -4.718 -1.868
H 0.888 -3.368 -1.994
H -0.843 -3.040 -2.002
H -1.627 -5.018 0.252
H -2.201 -3.341 0.116
H -1.415 -3.887 1.603
```

Properties
- Spin multiplicity: 1
- Gap between HOMO and LUMO: 0.232 Eh
- Net charge: 0
- HOMO energy: -6.643 eV
- Largest force on an atom: 0.0070 hartree/bohr
- Relative energy (zero: lowest compared OMol25 entry of this formula, charge and spin): 0.514 eV
- Calculated total energy: -2338.52254 Eh

***

Record 8
# C18H25N4OPd

C18H25N4OPd as an isolated structure (ωB97M-V/def2-TZVPD, the OMol25 dataset).

Structure (XYZ):
```
49
C18H25N4OPd | the OMol25 dataset | ωB97M-V/def2-TZVPD
Pd -0.602 0.920 -0.367
C 5.583 2.234 0.170
C 4.153 2.008 0.572
C 3.648 0.735 0.795
C 2.315 0.583 1.154
N 1.477 1.605 1.305
C 1.968 2.828 1.091
C 3.280 3.079 0.729
H 6.083 1.295 -0.067
H 6.137 2.720 0.976
H 5.641 2.887 -0.702
H 4.276 -0.140 0.676
H 1.888 -0.404 1.301
H 1.274 3.653 1.206
H 3.586 4.102 0.549
C -4.568 1.550 0.411
C -3.508 0.557 -0.077
C -3.852 -0.848 0.426
C -3.462 0.571 -1.605
O -2.307 1.015 0.502
H -5.554 1.295 0.012
H -4.305 2.559 0.090
H -4.618 1.538 1.501
H -4.780 -1.218 -0.023
H -3.968 -0.837 1.512
H -3.039 -1.527 0.174
H -4.451 0.365 -2.025
H -2.763 -0.187 -1.964
H -3.121 1.544 -1.964
N -0.160 2.660 -1.782
C 0.195 3.771 -1.678
N 0.522 5.018 -1.727
C 1.451 5.503 -0.934
N 2.260 6.016 -0.276
C 1.425 -3.927 -0.134
C -0.072 -3.620 -0.005
C -0.590 -4.164 1.334
C -0.831 -4.299 -1.154
C -0.292 -2.165 -0.062
C -0.494 -0.972 -0.125
H 1.598 -5.007 -0.089
H 1.983 -3.453 0.674
H 1.812 -3.550 -1.081
H -0.457 -5.249 1.381
H -1.649 -3.935 1.455
H -0.051 -3.708 2.165
H -0.702 -5.384 -1.108
H -0.464 -3.942 -2.117
H -1.896 -4.070 -1.093
```

Properties
- Spin multiplicity: 1
- Gap between HOMO and LUMO: 0.293 Eh
- Net charge: -1
- HOMO energy: -5.265 eV
- Largest force on an atom: 0.0137 hartree/bohr
- Relative energy (zero: lowest compared OMol25 entry of this formula, charge and spin): 1.667 eV
- Calculated total energy: -1122.99007 Eh

***

Record 9
# C18H25N5O3S

One molecule with the formula C18H25N5O3S in a non-equilibrium geometry (ωB97M-V/def2-TZVPD, the OMol25 dataset).

Structure (XYZ):
```
52
C18H25N5O3S | the OMol25 dataset | ωB97M-V/def2-TZVPD
C -3.901 -0.484 -2.610
C -4.227 -1.759 -1.842
H -5.139 -2.207 -2.242
H -3.417 -2.481 -1.966
C -4.449 -1.500 -0.349
N -3.248 -1.048 0.302
C -2.915 0.240 0.598
N -1.723 0.305 1.124
N -1.242 -0.948 1.176
C -2.140 -1.758 0.691
C -1.972 -3.235 0.586
C -0.805 -3.543 -0.355
H -0.663 -4.618 -0.438
H -0.989 -3.138 -1.348
H 0.104 -3.093 0.036
C -1.713 -3.816 1.977
H -2.557 -3.627 2.637
H -0.830 -3.351 2.405
H -1.556 -4.890 1.911
H -2.890 -3.672 0.178
S -3.924 1.614 0.260
C -2.615 2.876 0.319
C -1.389 2.350 -0.406
O -1.426 1.823 -1.502
N -0.230 2.595 0.237
N 0.940 2.005 -0.238
C 1.944 1.808 0.665
O 1.880 2.309 1.775
C 3.093 1.014 0.179
C 3.937 0.453 1.131
C 5.028 -0.310 0.763
C 5.303 -0.515 -0.586
C 4.468 0.063 -1.547
C 3.377 0.814 -1.173
H 2.765 1.268 -1.937
H 4.705 -0.094 -2.587
O 6.341 -1.243 -1.069
C 7.230 -1.843 -0.156
H 7.733 -1.096 0.465
H 7.969 -2.363 -0.764
H 6.717 -2.566 0.487
H 5.655 -0.735 1.531
H 3.717 0.623 2.174
H 0.772 1.399 -1.032
H -0.155 2.781 1.235
H -3.024 3.742 -0.202
H -2.402 3.119 1.358
H -4.793 -2.413 0.148
H -5.206 -0.723 -0.216
H -3.764 -0.708 -3.665
H -4.710 0.236 -2.512
H -2.987 -0.020 -2.244
```

Properties
- Spin multiplicity: 1
- Gap between HOMO and LUMO: 0.332 Eh
- SMILES: CCCn1c(SCC(=O)NNC(=O)c2ccc(OC)cc2)nnc1C(C)C
- Net charge: 0
- HOMO energy: -8.405 eV
- Largest force on an atom: 0.0228 hartree/bohr
- Relative energy (zero: lowest compared OMol25 entry of this formula, charge and spin): 3.320 eV
- Calculated total energy: -1598.59372 Eh